DFT (wB97M-V/def2-TZVPD) results for C39H30CaF6N6O10P as an isolated structure in a non-equilibrium geometry.

Cartesian coordinates (Å):
Ca1 0.83 -1.65 0.01
O1 0.42 -5.76 -1.45
C1 0.66 -4.61 -1.11
N1 -0.18 -3.69 -0.55
C2 -1.43 -4.11 -0.20
O2 -1.91 -5.24 -0.20
C3 -2.33 -2.98 0.24
C4 -3.70 -3.05 -0.03
C5 -4.49 -1.98 0.34
C6 -3.91 -0.90 0.99
C7 -2.55 -0.94 1.25
N2 -1.78 -1.95 0.87
C8 2.11 -4.14 -1.34
C9 3.03 -5.10 -1.73
C10 4.33 -4.73 -1.98
C11 4.68 -3.39 -1.86
C12 3.70 -2.49 -1.48
N3 2.45 -2.85 -1.20
H1 -4.08 -3.92 -0.53
H2 -5.55 -1.98 0.11
H3 -4.49 -0.03 1.28
H4 -2.03 -0.13 1.74
H5 2.68 -6.12 -1.83
H6 5.07 -5.47 -2.28
H7 5.68 -3.04 -2.07
H8 3.92 -1.44 -1.40
O3 6.00 -1.96 3.99
C13 5.08 -1.94 3.21
C14 4.81 -0.84 2.18
O4 5.53 0.10 1.93
C15 3.50 -1.17 1.54
C16 3.04 -2.50 2.02
O5 2.03 -3.06 1.61
C17 3.99 -2.99 3.06
O6 3.93 -4.03 3.68
O7 2.87 -0.48 0.74
C18 -3.13 2.12 3.07
O8 -2.59 2.36 1.79
C19 -2.61 3.63 1.30
C20 -3.29 4.67 1.91
C21 -3.35 5.93 1.32
C22 -2.72 6.15 0.11
C23 -2.00 5.12 -0.48
C24 -1.90 3.85 0.09
N4 -1.15 2.90 -0.58
C25 -0.48 1.76 -0.08
N5 0.10 2.02 1.12
C26 0.36 1.18 2.25
C27 0.41 -0.21 2.16
C28 0.60 -0.82 3.42
C29 0.78 -0.14 4.62
C30 0.74 1.25 4.64
C31 0.51 1.90 3.44
O9 0.42 3.29 3.34
C32 0.34 4.02 4.53
N6 -0.41 0.67 -0.75
C33 -1.06 0.57 -2.00
C34 -2.04 -0.40 -2.18
C35 -2.63 -0.63 -3.41
C36 -2.23 0.11 -4.51
C37 -1.26 1.09 -4.36
C38 -0.67 1.31 -3.12
O10 0.29 2.27 -2.92
C39 1.10 2.63 -4.03
H9 -2.97 1.06 3.27
H10 -4.20 2.35 3.11
H11 -2.60 2.70 3.83
H12 -3.80 4.49 2.84
H13 -3.90 6.72 1.81
H14 -2.76 7.12 -0.37
H15 -1.47 5.30 -1.41
H16 -0.92 3.12 -1.54
H17 0.03 2.99 1.38
H18 0.61 -1.91 3.48
H19 0.95 -0.68 5.54
H20 0.90 1.80 5.56
H21 0.10 5.05 4.25
H22 1.29 4.01 5.08
H23 -0.45 3.63 5.19
H24 -2.33 -1.00 -1.33
H25 -3.36 -1.42 -3.52
H26 -2.64 -0.09 -5.49
H27 -0.91 1.64 -5.22
H28 1.94 3.17 -3.62
H29 0.56 3.28 -4.72
H30 1.44 1.73 -4.55
F1 0.69 -1.70 -3.42
P1 1.49 -1.88 -4.83
F2 2.29 -2.04 -6.23
F3 0.12 -2.30 -5.56
F4 2.87 -1.42 -4.10
F5 1.80 -3.42 -4.46
F6 1.20 -0.32 -5.20

Calculated values
expectation value of S²	0.769
energy	-4203.72074	hartree
total charge	-2
spin multiplicity	2
LUMO energy (alpha / beta)	3.64 / 2.46	eV

---

DFT (wB97M-V/def2-TZVPD) results for C12H29CuN7O10P2 as an isolated structure in a non-equilibrium geometry.

Cartesian coordinates (Å):
Cu1 -1.11 -0.38 0.89
C1 1.09 1.28 4.51
C2 0.23 0.93 3.33
N1 0.66 0.36 2.26
O1 2.02 -0.04 2.28
C3 -1.20 1.21 3.40
C4 -1.78 2.02 4.52
N2 -1.96 0.66 2.48
O2 -3.22 0.78 2.52
H1 2.12 0.98 4.34
H2 0.71 0.78 5.40
H3 1.05 2.35 4.70
H4 1.95 -0.96 1.97
H5 -1.68 1.53 5.49
H6 -2.84 2.15 4.31
H7 -1.32 3.00 4.60
N3 -2.40 -4.19 0.97
C5 -0.95 -4.09 0.52
C6 -0.33 -5.47 0.43
P1 -0.20 -3.01 1.81
O3 -0.30 -4.06 3.05
O4 1.19 -2.62 1.50
O5 -1.27 -1.95 2.06
P2 -1.11 -3.21 -1.12
O6 -2.08 -4.32 -1.82
O7 0.18 -3.14 -1.83
O8 -1.94 -2.01 -0.78
H8 -2.48 -4.67 1.87
H9 -2.96 -4.66 0.25
H10 -2.74 -3.22 1.07
H11 -0.38 -6.00 1.38
H12 0.71 -5.35 0.16
H13 -0.82 -6.06 -0.35
H14 0.00 -3.66 3.87
H15 -1.70 -4.61 -2.66
N4 0.53 -0.47 -0.55
C7 0.12 0.32 -1.70
C8 1.30 0.99 -2.41
C9 0.98 1.43 -3.84
C10 1.93 2.49 -4.39
N5 2.27 3.60 -3.49
C11 1.45 4.52 -2.99
N6 1.97 5.67 -2.53
N7 0.14 4.34 -2.97
C12 -0.95 1.35 -1.27
O9 -1.19 2.31 -2.04
O10 -1.54 1.16 -0.18
H16 1.30 -0.05 -0.05
H17 0.80 -1.41 -0.85
H18 -0.39 -0.36 -2.39
H19 2.12 0.27 -2.43
H20 1.64 1.83 -1.80
H21 -0.04 1.77 -3.90
H22 1.06 0.57 -4.51
H23 1.53 2.90 -5.32
H24 2.89 2.03 -4.63
H25 3.26 3.79 -3.38
H26 2.96 5.83 -2.58
H27 1.45 6.22 -1.87
H28 -0.30 3.41 -2.74
H29 -0.41 5.10 -2.60

Calculated values
expectation value of S²	0.754
energy	-3933.73121	hartree
total charge	0
spin multiplicity	2
LUMO energy (alpha / beta)	-0.34 / -0.34	eV

---

DFT (wB97M-V/def2-TZVPD) results for C14H38HgNO9S5 as an isolated structure in a non-equilibrium geometry.

Cartesian coordinates (Å):
Hg1 8.26 7.58 -0.15
O1 8.20 6.89 3.92
C1 8.26 7.18 2.60
O2 9.09 6.53 1.89
O3 7.49 8.05 2.16
H1 8.81 6.17 4.09
C2 4.85 10.02 -1.97
S1 6.11 10.59 -0.83
O4 6.80 9.33 -0.43
C3 7.19 11.33 -2.03
H2 4.00 9.71 -1.36
H3 5.31 9.23 -2.56
H4 4.53 10.78 -2.69
H5 8.08 11.70 -1.52
H6 6.73 12.15 -2.59
H7 7.53 10.57 -2.73
C4 3.52 6.14 -0.11
S2 5.13 5.40 0.09
O5 6.15 6.45 -0.09
C5 5.03 5.11 1.84
H8 2.77 5.42 0.21
H9 3.40 6.38 -1.16
H10 3.47 7.05 0.50
H11 6.02 4.87 2.21
H12 4.32 4.30 2.03
H13 4.72 6.02 2.35
C6 11.70 10.92 1.34
S3 10.04 10.75 0.70
O6 9.76 9.29 0.70
C7 9.19 11.42 2.13
H14 11.94 11.98 1.34
H15 12.36 10.38 0.67
H16 11.73 10.48 2.34
H17 9.59 12.43 2.26
H18 9.29 10.74 2.97
H19 8.14 11.56 1.87
C8 10.40 9.85 -3.03
S4 11.29 8.60 -2.09
O7 10.30 7.64 -1.56
C9 12.02 7.79 -3.52
H20 10.01 10.59 -2.33
H21 9.59 9.39 -3.60
H22 11.09 10.34 -3.72
H23 11.19 7.52 -4.18
H24 12.50 6.87 -3.18
H25 12.63 8.52 -4.05
C10 10.45 3.33 -0.84
S5 8.85 3.96 -1.33
O8 8.92 5.39 -0.95
C11 7.92 3.14 -0.04
H26 10.71 3.81 0.10
H27 11.17 3.71 -1.56
H28 10.47 2.24 -0.79
H29 6.86 3.09 -0.29
H30 8.12 3.71 0.87
H31 8.30 2.13 0.09
C12 7.97 6.82 -3.55
O9 7.60 7.64 -2.72
N1 7.27 5.74 -3.93
C13 7.79 4.83 -4.94
C14 5.95 5.48 -3.39
H32 8.93 6.89 -4.08
H33 7.63 5.24 -5.94
H34 7.27 3.88 -4.86
H35 8.86 4.68 -4.82
H36 5.67 6.30 -2.73
H37 5.23 5.40 -4.21
H38 5.93 4.55 -2.83

Calculated values
energy	-3432.18962	hartree
total charge	+1
LUMO energy	-1.69	eV

---

DFT (wB97M-V/def2-TZVPD) results for an isolated molecule of C3H7NO2S in a non-equilibrium geometry.

Cartesian coordinates (Å):
C1 -0.55 -0.43 0.80
C2 -1.05 -1.76 1.37
C3 1.33 1.14 -1.47
N1 0.71 -0.04 1.02
O1 -1.26 0.21 0.04
O2 2.25 1.86 0.88
S1 1.05 1.45 0.25
H1 -1.42 -2.37 0.60
H2 -0.26 -2.36 1.72
H3 -1.82 -1.47 2.03
H4 0.60 1.64 -2.12
H5 2.36 1.29 -1.73
H6 1.11 0.07 -1.47
H7 0.14 2.64 0.31

Calculated values
energy	-721.82521	hartree
total charge	0
LUMO energy	-0.11	eV

---

Question: What is the energy in the first record?
Answer: -4203.72074 hartree

---

Question: Among the records above, which one has the lowest energy?
Answer: C39H30CaF6N6O10P